Record 1
Here is a structure of composition C17H36BiGeN4OS at a distorted geometry from the OMol25 dataset. Energies are from ωB97M-V/def2-TZVPD.

Calculated values
- Kohn-Sham gap (eV) = 7.292
- net charge = +3
- energy relative to the best compared isomer or geometry (same formula, charge and spin) (kJ/mol) = 72.9
- molar mass (g mol⁻¹) = 626.159

Positions of all 61 atoms, in Å:
Bi: 1.101072 -1.177227 0.114009
N: 0.257813 -3.469466 -0.896979
C: 0.252643 -4.513199 0.170385
C: 0.401132 -3.916641 1.564661
N: 1.565689 -2.986758 1.690447
C: 2.904722 -3.596224 1.475662
C: 3.332519 -3.551402 0.014542
N: 3.148793 -2.176368 -0.520675
H: -0.698538 -3.253824 -1.168385
H: 0.696490 -3.835287 -1.737973
H: 1.055314 -5.221505 -0.020164
H: -0.675164 -5.084366 0.151514
H: 0.503312 -4.735517 2.279498
H: -0.496047 -3.354561 1.836416
H: 1.543910 -2.611925 2.636936
H: 2.919867 -4.630786 1.824649
H: 3.619091 -3.036773 2.080863
H: 2.762956 -4.233271 -0.608271
H: 4.379784 -3.847789 -0.048528
H: 3.289691 -2.168078 -1.530572
H: 3.844036 -1.553586 -0.106581
O: 1.394478 0.124030 -1.654529
N: 2.369691 1.064362 -1.698060
C: 2.551228 1.682571 -2.888088
C: 3.477552 2.682205 -3.011351
C: 4.227320 3.050654 -1.895206
C: 4.017112 2.411717 -0.689809
C: 3.069784 1.396865 -0.589577
S: 2.800733 0.591072 0.942625
H: 1.915364 1.332516 -3.687707
H: 3.602089 3.169791 -3.967552
H: 4.972266 3.831715 -1.968944
H: 4.572099 2.688952 0.195708
C: -3.089864 1.627640 2.868592
C: -2.245211 2.867400 3.129293
C: -1.464218 3.309156 1.899338
C: -0.559435 2.193037 1.303068
Ge: -1.539998 0.936244 0.227542
C: -1.835170 1.387397 -1.619603
C: -3.171554 2.120559 -1.908876
C: -4.397160 1.213244 -1.947020
C: -4.555091 0.345602 -0.704972
H: -3.879564 1.505739 3.608563
H: -2.494632 0.710000 2.900721
H: -3.591341 1.702527 1.891791
H: -1.559021 2.681968 3.958184
H: -2.891666 3.691690 3.429732
H: -0.805084 4.138098 2.158610
H: -2.158854 3.684760 1.141208
H: 0.005659 1.686799 2.086854
H: 0.145331 2.644483 0.598276
H: -2.040554 -0.366816 0.843841
H: -1.737967 0.488703 -2.232941
H: -0.992865 2.049952 -1.833239
H: -3.051019 2.597567 -2.882254
H: -3.325591 2.925560 -1.184175
H: -4.350952 0.577856 -2.834012
H: -5.274872 1.849817 -2.056540
H: -3.875555 -0.512368 -0.716225
H: -5.562250 -0.059805 -0.621153
H: -4.380300 0.931291 0.206433

Atomic forces in eV per Å
Bi 0.715 0.041 -0.144
N 0.049 -0.066 0.162
C 0.009 0.083 0.052
C 0.086 -0.027 -0.118
N 0.011 -0.110 -0.058
C -0.050 -0.006 -0.027
C 0.015 0.052 0.075
N -0.173 -0.331 -0.028
H -0.007 -0.062 -0.027
H -0.060 -0.011 -0.028
H -0.020 -0.022 -0.045
H 0.011 -0.037 -0.025
H -0.025 0.029 0.052
H 0.011 0.014 0.033
H 0.015 -0.037 0.012
H -0.006 0.008 0.037
H 0.000 -0.004 0.011
H 0.030 -0.013 -0.013
H 0.011 0.020 -0.053
H -0.011 0.049 -0.001
H -0.007 0.076 -0.081
O -0.008 -0.045 0.058
N 0.018 0.098 0.009
C -0.013 -0.021 -0.024
C 0.012 0.006 0.000
C 0.000 -0.009 0.007
C 0.039 0.030 -0.012
C -0.087 -0.096 0.002
S -0.115 0.053 0.203
H 0.007 -0.033 0.015
H 0.024 -0.015 -0.002
H -0.021 0.020 0.007
H 0.029 -0.025 -0.014
C 0.105 0.034 0.031
C -0.025 -0.083 -0.068
C 0.002 -0.010 0.063
C 0.114 0.050 -0.046
Ge -0.847 0.522 0.181
C 0.033 -0.027 0.006
C -0.054 -0.042 -0.012
C 0.081 -0.042 0.060
C 0.046 0.018 -0.083
H -0.039 -0.023 -0.042
H -0.007 -0.007 0.001
H -0.054 0.018 0.023
H -0.011 0.030 0.014
H 0.027 0.019 0.029
H -0.003 0.026 -0.066
H 0.039 0.025 -0.024
H -0.020 0.049 0.051
H 0.070 -0.006 0.066
H 0.172 -0.240 -0.059
H -0.042 0.019 -0.042
H -0.009 -0.013 -0.123
H 0.023 0.074 0.037
H 0.021 0.008 -0.006
H -0.044 0.019 -0.014
H -0.005 -0.010 -0.065
H -0.003 0.004 0.017
H 0.004 -0.001 0.025
H -0.063 -0.016 0.012



Record 2
Here is a cluster of 2 separate species, C17H36ClN4O2 in total at a distorted geometry from the OMol25 dataset. Energies are from ωB97M-V/def2-TZVPD.

Calculated values
- Kohn-Sham gap (eV) = 8.662
- net charge = +1
- molar mass (g mol⁻¹) = 363.954

Positions of all 60 atoms, in Å:
C: 1.833534 1.066807 -0.834968
C: 2.379064 1.117835 -2.258976
C: 3.853692 1.413917 -2.297136
Cl: 4.732920 0.111762 -1.376878
N: 4.435343 1.529039 -3.634266
N: 3.685008 1.078612 -4.725311
C: 4.983072 2.774962 -3.871806
O: 4.730956 3.414432 -4.810298
O: 5.836548 3.162420 -2.910403
C: 7.114667 3.537677 -3.427512
C: 7.196542 4.983555 -3.820225
N: 6.468585 5.887725 -3.386580
H: 0.904221 0.510818 -0.850812
H: 1.608036 2.051020 -0.451498
H: 2.492014 0.548514 -0.153455
H: 2.180154 0.156919 -2.702223
H: 1.835648 1.903057 -2.763301
H: 4.049234 2.328127 -1.760435
H: 2.901965 1.675624 -4.956609
H: 3.444653 0.106406 -4.643018
H: 7.389210 2.885642 -4.244299
H: 7.837730 3.360356 -2.643187
H: 7.981945 5.263375 -4.506938
H: 5.774321 5.493995 -2.743818
C: -0.955359 -2.978216 -0.286981
C: -0.937784 -3.086237 1.234110
C: -2.318539 -3.200259 1.900737
C: -3.438556 -2.292459 1.406072
N: -3.552826 -0.906570 2.027789
C: -2.271859 -0.312093 2.555448
C: -1.559247 0.286946 1.356124
C: -2.670315 0.693425 0.381908
C: -3.957512 0.084439 0.933618
C: -4.645098 -0.863423 3.074369
C: -4.389924 -1.661957 4.346939
C: -4.820069 -3.131583 4.302121
H: -1.486552 -2.089670 -0.637213
H: 0.062292 -2.904124 -0.668819
H: -1.422690 -3.854290 -0.739515
H: -0.374923 -2.251949 1.657944
H: -0.369338 -3.976307 1.508187
H: -2.196891 -3.121780 2.982683
H: -2.669146 -4.220938 1.724753
H: -4.394719 -2.774923 1.600378
H: -3.390767 -2.168645 0.327134
H: -2.556966 0.472121 3.256028
H: -1.694963 -1.058477 3.091326
H: -0.893373 -0.428344 0.879333
H: -0.938425 1.130073 1.652604
H: -2.456472 0.333362 -0.623433
H: -2.765305 1.775001 0.311205
H: -4.554628 -0.433183 0.188772
H: -4.571072 0.851434 1.399451
H: -5.568667 -1.170770 2.583856
H: -4.746883 0.188285 3.339061
H: -4.988820 -1.183799 5.124362
H: -3.351882 -1.576070 4.672617
H: -5.812563 -3.238017 3.861386
H: -4.860049 -3.537426 5.311586
H: -4.129171 -3.756173 3.738014

Atomic forces in eV per Å
C -0.211 -0.118 -0.090
C -0.044 -0.121 0.826
C 0.504 -0.327 -0.079
Cl 0.064 0.033 -0.084
N -1.031 -0.317 0.808
N 0.224 -0.020 -0.483
C 0.428 -1.159 1.279
O -0.481 1.852 -2.968
O 0.504 -0.250 1.003
C 0.123 0.144 -0.079
C 0.539 -0.678 -0.343
N -1.039 1.055 0.709
H -0.365 -0.104 0.033
H 0.096 0.359 0.191
H 0.224 -0.046 0.149
H -0.044 -0.231 -0.506
H -0.089 0.141 -0.587
H 0.221 0.134 0.335
H -0.116 -0.038 0.127
H 0.062 -0.057 0.136
H -0.027 -0.167 -0.393
H 0.107 -0.107 0.366
H 0.387 -0.118 -0.255
H -0.064 0.129 -0.097
C 0.000 0.023 0.084
C 0.067 0.169 -0.009
C 0.248 -0.187 -0.064
C 0.089 -0.294 0.073
N -0.440 0.568 -0.349
C 0.171 -0.007 0.000
C 0.213 -0.036 -0.163
C 0.050 -0.007 -0.234
C 0.050 0.129 0.045
C 0.238 0.044 0.384
C -0.315 -0.427 0.000
C 0.160 -0.005 -0.044
H -0.007 -0.016 -0.029
H -0.003 -0.061 -0.017
H -0.020 0.028 -0.035
H 0.000 0.002 -0.014
H -0.045 -0.004 0.068
H -0.095 -0.027 0.010
H -0.129 0.049 -0.007
H -0.033 0.106 0.060
H 0.215 0.095 0.012
H -0.101 -0.046 0.017
H -0.051 -0.020 -0.001
H -0.029 -0.062 0.088
H -0.047 -0.003 0.083
H -0.015 -0.025 0.015
H -0.084 -0.016 0.019
H -0.082 -0.051 0.088
H -0.030 -0.072 0.065
H 0.026 -0.063 -0.028
H 0.046 0.015 -0.076
H 0.064 0.131 -0.040
H 0.006 0.090 -0.019
H -0.021 0.017 0.036
H -0.014 -0.001 -0.005
H -0.053 -0.024 -0.013



Record 3
Here is a structure of composition C17H36F3N10O3ReS at a distorted geometry from the OMol25 dataset. Energies are from ωB97M-V/def2-TZVPD.

Calculated values
- 2S+1 = 2
- <S²> = 0.77
- Kohn-Sham gap (spin up / spin down) (eV) = 5.714 / 5.855
- net charge = +3
- energy relative to the best compared isomer or geometry (same formula, charge and spin) (kJ/mol) = 163.2
- molar mass (g mol⁻¹) = 703.810

Positions of all 71 atoms, in Å:
Re: 0.006341 0.019693 0.147194
N: 1.154407 0.937126 -1.448924
C: 1.503123 2.363421 -1.194964
C: 0.340968 2.999133 -0.467715
N: -0.134249 2.181383 0.719524
C: -1.547147 2.600516 1.018442
C: -2.482124 2.012833 -0.012631
N: -1.865533 0.740646 -0.527920
C: 0.665972 2.491694 1.946907
C: 1.955356 1.715271 1.966212
N: 1.660625 0.308841 1.513056
H: 0.545938 0.913025 -2.273249
H: 1.984758 0.417018 -1.734771
H: 2.436672 2.420381 -0.643570
H: 1.660305 2.881360 -2.140525
H: 0.588293 4.002213 -0.119775
H: -0.493556 3.087072 -1.162571
H: -1.801246 2.225273 2.005148
H: -1.607790 3.688989 1.059711
H: -3.457287 1.811410 0.423078
H: -2.641206 2.666643 -0.868826
H: -2.566412 -0.000285 -0.563184
H: -1.643854 0.990818 -1.538071
H: 0.844303 3.564533 2.014491
H: 0.064864 2.208538 2.812015
H: 2.712490 2.129246 1.310341
H: 2.378106 1.689771 2.967991
H: 2.487516 -0.007864 1.005961
H: 1.616396 -0.303592 2.326318
C: -2.591769 -1.208170 1.647285
N: -3.241204 -1.881774 2.722949
C: -3.118790 -1.087772 3.951485
N: -1.699448 -0.922795 4.296156
C: -1.026446 -0.244138 3.238246
N: -1.094697 -0.981176 1.891913
C: -0.536514 -2.399440 2.208177
N: -1.211638 -3.032951 3.282043
C: -2.631157 -3.198415 2.939304
C: -1.092066 -2.240880 4.509555
H: -3.058817 -0.228207 1.513003
H: -2.684216 -1.800366 0.730047
H: -3.633869 -1.592859 4.765050
H: -3.580679 -0.109036 3.809465
H: 0.022669 -0.115029 3.516665
H: -1.494871 0.732069 3.099939
H: 0.528252 -2.292772 2.434113
H: -0.658154 -2.999051 1.314317
H: -3.145237 -3.708188 3.750952
H: -2.726799 -3.805145 2.036732
H: -0.039607 -2.126682 4.778400
H: -1.599569 -2.749914 5.325235
C: 0.564214 -4.946881 -2.206315
N: 0.942868 -3.740421 -1.445436
C: 2.231047 -3.326131 -1.175174
C: 2.130210 -2.144492 -0.526628
N: 0.778272 -1.824312 -0.382810
C: 0.106159 -2.834698 -0.968816
H: 1.439073 -5.581588 -2.297110
H: 0.219342 -4.653591 -3.194407
H: -0.213657 -5.484035 -1.671374
H: 3.093976 -3.908427 -1.458892
H: 2.937036 -1.545186 -0.133459
H: -0.964687 -2.897446 -1.076626
F: -3.328813 -1.403943 -2.179548
C: -3.169305 -0.694229 -3.339737
F: -3.524772 -1.436606 -4.349579
F: -3.937843 0.383599 -3.247578
S: -1.360535 -0.178386 -3.466945
O: -0.895311 -0.487753 -4.762375
O: -0.710534 -0.913164 -2.345910
O: -1.370546 1.240472 -3.051806

Atomic forces in eV per Å
Re -0.490 0.033 -1.016
N -0.026 0.166 -0.030
C 0.033 -0.040 0.033
C -0.032 -0.078 0.052
N -0.018 0.028 0.111
C -0.013 -0.054 0.021
C 0.116 -0.110 -0.017
N -0.052 0.441 0.429
C -0.069 -0.080 0.131
C 0.010 -0.045 -0.090
N -0.107 -0.264 0.021
H 0.022 -0.002 0.013
H -0.016 -0.024 0.008
H 0.017 -0.028 0.015
H 0.016 0.032 -0.018
H -0.005 0.035 -0.019
H -0.039 -0.014 0.001
H 0.018 0.031 0.005
H 0.015 0.035 -0.018
H -0.034 -0.015 0.021
H -0.013 0.027 -0.017
H 0.090 0.003 0.009
H -0.123 -0.176 -0.040
H 0.035 0.050 -0.003
H 0.046 0.056 -0.096
H 0.020 0.043 -0.019
H 0.016 0.028 0.052
H 0.009 -0.061 0.051
H -0.064 -0.009 0.003
C 0.027 -0.004 -0.072
N -0.053 -0.030 0.069
C 0.090 -0.078 -0.065
N -0.020 -0.004 0.060
C -0.079 0.078 -0.086
N 0.028 -0.101 -0.049
C 0.024 0.159 -0.008
N -0.036 -0.075 0.100
C 0.037 0.107 0.038
C -0.070 0.041 -0.121
H 0.038 -0.044 0.024
H 0.017 0.043 -0.002
H 0.008 -0.021 0.012
H 0.011 0.001 -0.016
H -0.006 -0.009 -0.032
H 0.058 -0.089 0.001
H -0.002 0.014 -0.008
H -0.004 -0.018 -0.093
H 0.001 0.008 0.014
H 0.016 0.027 0.007
H -0.015 0.002 -0.024
H -0.025 -0.002 0.008
C -0.006 0.003 0.026
N 0.010 0.126 0.083
C 0.004 0.011 -0.035
C 0.129 -0.059 0.023
N 0.430 -0.019 0.215
C -0.032 -0.118 0.068
H 0.027 -0.013 0.008
H 0.000 0.004 -0.015
H -0.020 0.009 0.002
H -0.048 0.041 0.012
H -0.043 -0.082 -0.088
H 0.075 -0.006 0.007
F 0.097 0.213 -0.257
C -0.143 0.004 0.145
F 0.097 0.008 0.084
F 0.182 -0.172 -0.021
S -0.431 0.332 -0.072
O 0.041 -0.089 -0.006
O 0.163 -0.208 0.619
O 0.061 0.000 -0.145